P:
A cluster of 2 separate species, C5H15N2O in total, computed with ωB97M-V/def2-TZVPD.

Calculated values
HOMO-LUMO gap (alpha / beta), eV: 3.789 / 11.084
Expectation value of S²: 0.7506

The geometry in ORCA input format:
```
! wB97M-V def2-TZVPD RIJCOSX def2/J DEFGRID3
* xyz 0 2
C 1.3136 2.3729 1.5124
C -0.0510 2.1871 0.8933
C -0.6647 3.4880 0.4067
N 0.0274 1.2121 -0.2454
H 1.7026 1.4331 1.9058
H 2.0172 2.7958 0.8016
H 1.2096 3.0684 2.3518
H -0.7189 1.7233 1.6168
H -0.0762 3.9462 -0.3838
H -0.6956 4.1761 1.2519
H -1.6835 3.3453 0.0525
H 0.3915 0.2806 0.0191
H -0.9332 1.0973 -0.6908
H 0.6263 1.5910 -1.0168
C -1.4909 -2.0453 -1.0809
C -0.1188 -2.3819 -0.5831
N 0.3720 -3.5986 -0.9429
O 0.5599 -1.6102 0.0768
H -2.0248 -2.9182 -1.4587
H -1.4177 -1.3168 -1.8970
H -2.0802 -1.6192 -0.2740
H 1.2213 -3.8938 -0.4874
H -0.2537 -4.3266 -1.2420
*
```

Löwdin population analysis, charges in e, atoms 1 to 4: number 1, C, carries -0.0864; number 2, C, carries -0.4836; number 3, C, carries -0.1243; number 4, N, carries 0.1013

***

Q:
A cluster of 2 separate species, C5H15N2O in total, computed with ωB97M-V/def2-TZVPD.

Calculated values
HOMO-LUMO gap (alpha / beta), eV: 2.055 / 10.086
Expectation value of S²: 0.7505

The geometry in ORCA input format:
```
! wB97M-V def2-TZVPD RIJCOSX def2/J DEFGRID3
* xyz 0 2
N 1.4107 0.4580 -0.2260
C 0.2444 -0.4083 0.1506
C -1.0278 0.3717 -0.0727
C -2.2672 -0.6164 -0.2211
C -2.7092 -0.9204 -1.4785
C 0.4645 -1.1184 1.5339
N 1.8267 -1.3994 1.6978
H 2.1841 0.0837 0.3136
H 1.7137 0.6411 -1.2829
H 1.1786 1.4267 0.2540
H 0.2603 -1.3599 -0.5181
H -1.5072 1.1989 0.5818
H -0.9036 1.1039 -0.9548
H -2.7202 -0.9129 0.7434
H -2.2255 -0.5706 -2.4410
H -3.2923 -1.7905 -1.5902
H -0.2850 -1.9689 1.4338
H 0.1164 -0.4784 2.4723
H 2.2585 -2.2020 1.2730
H 2.2224 -1.2342 2.6601
H 0.9029 3.2580 -2.1415
H 1.0477 3.6395 -0.8126
O 1.1071 2.7987 -1.3749
*
```

Löwdin population analysis, charges in e, atoms 1 to 4: number 1, N, carries 0.1238; number 2, C, carries -0.3724; number 3, C, carries -0.2324; number 4, C, carries -0.1705

***

Each structure's energy above the most stable one, in kcal/mol: P 0.0; Q 102.5.

***

P:
The molecule C11H11P, computed with ωB97M-V/def2-TZVPD.

Calculated values
HOMO-LUMO gap, eV: 8.536

The geometry in ORCA input format:
```
! wB97M-V def2-TZVPD RIJCOSX def2/J DEFGRID3
* xyz 0 1
C -4.5836 -0.2988 0.0313
C -3.8704 0.7658 -0.5559
C -3.9511 -1.2810 0.8069
C -2.4776 0.7123 -0.5333
C -2.5205 -1.3862 0.8252
C -1.8643 -0.2984 0.1857
C 2.0057 0.6611 -0.1026
C -0.4024 -0.1782 0.1185
C 3.2423 0.2008 -0.1268
C 0.7934 -0.0446 -0.0987
C 4.4006 1.1703 0.1226
P 4.1472 -1.3945 -0.1339
H -5.6638 -0.2443 0.0860
H -4.4555 1.6277 -0.8556
H -4.7500 -1.9771 1.2106
H -1.9107 1.6214 -0.7780
H -1.9038 -2.2168 1.2329
H 1.8426 1.7788 0.0163
H 3.1947 -2.2917 -0.6297
H 4.7290 -1.2316 -1.3567
H 5.2063 0.4886 0.3522
H 4.1293 1.8879 0.9075
H 4.6627 1.9285 -0.7245
*
```

Löwdin population analysis, charges in e, atoms 1 to 4: number 1, C, carries -0.1088; number 2, C, carries -0.0718; number 3, C, carries -0.0813; number 4, C, carries -0.0575

***

Q:
The molecule C11H11P, computed with ωB97M-V/def2-TZVPD.

Calculated values
HOMO-LUMO gap, eV: 9.483

The geometry in ORCA input format:
```
! wB97M-V def2-TZVPD RIJCOSX def2/J DEFGRID3
* xyz 0 1
C -3.0668 0.6164 0.6977
C -2.3414 -0.4707 1.1961
C -2.8370 1.0314 -0.5952
C -1.1731 -0.7792 0.6384
C -1.7355 0.4777 -1.3363
C -0.9413 -0.4842 -0.7549
C 3.2987 -0.3295 0.9754
C 2.2043 -1.0194 0.2355
C 3.2678 0.9856 0.7563
C 1.5354 -0.2769 -0.6158
C 0.3076 -0.8008 -1.4863
P 2.0008 1.4790 -0.4867
H -4.0143 0.8744 1.2419
H -2.4924 -0.6519 2.2562
H -3.3609 1.8918 -1.0873
H -0.5845 -1.5942 1.0861
H -1.6366 0.9251 -2.3564
H 4.0717 -0.8119 1.6457
H 1.8199 -2.0859 0.4381
H 4.1076 1.4604 1.2461
H 0.4060 -1.8685 -1.7231
H 0.1972 -0.3144 -2.3585
H 0.9670 1.7458 0.3870
*
```

Löwdin population analysis, charges in e, atoms 1 to 4: number 1, C, carries -0.1081; number 2, C, carries -0.1198; number 3, C, carries -0.0857; number 4, C, carries -0.0520

***

Each structure's energy above the most stable one, in kcal/mol: P 33.9; Q 0.0.

***

P:
The molecule C17H24N6O3, computed with ωB97M-V/def2-TZVPD.

Calculated values
HOMO-LUMO gap, eV: 7.520

The geometry in ORCA input format:
```
! wB97M-V def2-TZVPD RIJCOSX def2/J DEFGRID3
* xyz 0 1
C -0.1035 -0.8981 0.7360
C -1.1340 0.1651 0.7864
C -1.0300 -2.0860 1.2910
C -0.1735 -3.3877 0.9548
C -0.6168 -4.3180 0.0229
C 0.9040 -4.0300 1.5876
C 1.2195 -5.2798 0.9530
C 1.4605 -3.8450 2.8694
C 2.1854 -6.0939 1.3089
C 2.5259 -4.6105 3.4901
C 2.8103 -5.7478 2.5321
C -0.8616 0.8518 -1.7874
C 0.7485 1.1226 -1.8302
C -1.5447 2.0312 -2.4345
C -0.9496 3.4858 -2.0164
C -1.1447 4.1279 -0.6070
C -1.0072 6.5354 -1.2916
H 1.4518 0.3309 1.0636
H 1.8819 -1.1586 1.2524
H 0.0892 -1.0952 -0.2943
H -1.4005 -1.8100 2.3613
H -2.0135 -2.0855 0.7441
H -1.4748 -4.2456 -0.5977
H 0.1561 -6.2270 -0.6432
H 0.9165 -2.8773 3.3908
H 2.6716 -6.8935 0.6837
H 2.8268 -4.7700 4.6611
H 3.7928 -6.3256 2.8354
H -2.0203 1.5354 0.0043
H -1.0960 -0.3424 -1.9783
H -2.6082 2.1568 -1.9503
H -1.6537 1.9781 -3.5407
H -1.3070 4.1431 -2.9452
H 0.1393 3.4021 -2.1344
H -0.5640 3.3255 -0.0176
H -2.0665 4.4416 -0.2916
H 0.6440 5.2612 -1.0845
H -2.4307 5.3857 -1.6270
H -0.1954 7.8020 -0.0984
H -0.8628 8.4721 -1.9659
H 0.6987 -0.2465 -3.1957
N 0.9804 -0.5000 1.5594
N 0.1307 -5.5030 0.0424
N -1.1819 0.9755 -0.2749
N -0.2985 5.4695 -0.6932
N -2.1861 6.3298 -1.8896
N -0.3524 7.7037 -1.2929
O -2.0109 0.1659 1.7949
O 1.3041 2.0240 -0.9918
O 1.3378 0.3569 -2.8254
*
```

Löwdin population analysis, charges in e, atoms 1 to 4: number 1, C, carries -0.3978; number 2, C, carries -0.4191; number 3, C, carries -0.0525; number 4, C, carries -0.1603

***

Q:
The molecule C17H24N6O3, computed with ωB97M-V/def2-TZVPD.

Calculated values
HOMO-LUMO gap, eV: 8.104

The geometry in ORCA input format:
```
! wB97M-V def2-TZVPD RIJCOSX def2/J DEFGRID3
* xyz 0 1
C 2.8048 0.6814 0.7786
C 3.2751 -0.7411 0.5474
C 1.2844 1.0555 0.3319
C 0.8248 2.5095 0.8021
C 1.5302 3.7038 0.6135
C -0.3967 2.9298 1.4736
C -0.4748 4.3551 1.5670
C -1.6404 2.2150 1.7207
C -1.6154 5.0749 1.6706
C -2.8118 3.0004 2.0234
C -2.8186 4.4166 2.0082
C 1.4051 -2.0179 -0.2219
C 1.7106 -1.1966 -1.5543
C -0.1158 -1.9059 0.3044
C -0.8683 -3.2416 0.4116
C -1.0130 -3.9604 -0.9563
C -2.5942 -2.8194 -2.2130
H 4.7425 0.9541 0.1663
H 3.7319 1.1453 -0.9819
H 2.6577 1.1031 1.8377
H 0.4506 0.3197 0.6149
H 1.3085 1.0581 -0.9425
H 2.5355 3.6155 0.2935
H 0.9935 5.7969 0.8561
H -1.4977 1.2157 1.6691
H -1.4631 6.1660 1.7741
H -3.6379 2.4210 2.3945
H -3.8501 4.9266 2.1617
H 3.1240 -2.6880 0.3082
H 1.3253 -3.0373 -0.6441
H -0.0599 -1.4082 1.3277
H -0.5840 -0.9947 -0.0612
H -1.8689 -2.9383 0.6695
H -0.2508 -3.8417 1.0044
H -1.9692 -4.6119 -0.9600
H -0.1573 -4.7018 -1.2187
H -0.6622 -3.5762 -2.8739
H -4.0559 -2.9316 -3.3811
H -2.6617 -1.4523 -0.6734
H -4.1040 -1.7560 -1.3047
H -0.0452 -1.7011 -2.1003
N 3.8574 1.5111 -0.0759
N 0.6383 4.7928 0.8768
N 2.4546 -1.9301 0.5099
N -1.1470 -3.0377 -2.0644
N -3.1775 -3.4418 -3.2272
N -3.1971 -2.0562 -1.2775
O 4.6262 -1.0838 0.2514
O 2.7577 -0.6476 -1.7022
O 0.6999 -1.2486 -2.5343
*
```

Löwdin population analysis, charges in e, atoms 1 to 4: number 1, C, carries -0.2170; number 2, C, carries -0.2090; number 3, C, carries -0.0640; number 4, C, carries -0.1527

***

Each structure's energy above the most stable one, in kcal/mol: P 49.1; Q 0.0.

***

P:
A structure of composition C11H13N, computed with ωB97M-V/def2-TZVPD.

Calculated values
HOMO-LUMO gap, eV: 8.328

The geometry in ORCA input format:
```
! wB97M-V def2-TZVPD RIJCOSX def2/J DEFGRID3
* xyz 0 1
C -3.2831 -0.5866 0.1132
C -3.3446 0.7895 0.0902
C -2.0658 -1.2276 -0.0654
C -2.1111 1.5967 0.0233
C -0.8993 -0.5236 -0.1448
C -0.8688 0.8691 -0.1227
C 0.3920 -1.1452 -0.1586
C 0.9484 -2.2968 -0.0706
C 1.4791 0.4564 -0.1193
C 2.0369 0.5631 1.3141
C 2.4460 0.3323 -1.2256
N 0.3594 1.3319 -0.2956
H -4.1450 -1.2073 0.1305
H -4.2526 1.2781 0.4527
H -1.9330 -2.2337 -0.1249
H -2.2913 2.5973 -0.1306
H 1.9360 -2.3688 0.1724
H 0.2501 -3.2140 0.0799
H 2.7688 1.4788 1.3605
H 2.6952 -0.3309 1.4977
H 1.3003 0.5368 2.1320
H 2.0892 -0.0152 -2.1838
H 3.2536 -0.3169 -0.9164
H 2.7529 1.3107 -1.5128
H 0.4866 2.3256 -0.2956
*
```

Löwdin population analysis, charges in e, atoms 1 to 4: number 1, C, carries -0.1099; number 2, C, carries -0.0743; number 3, C, carries -0.0278; number 4, C, carries 0.0298

***

Q:
The molecule C11H13N, computed with ωB97M-V/def2-TZVPD.

Calculated values
HOMO-LUMO gap, eV: 7.244

The geometry in ORCA input format:
```
! wB97M-V def2-TZVPD RIJCOSX def2/J DEFGRID3
* xyz 0 1
C 0.7577 -2.4256 0.5461
C 1.4779 -1.3408 0.5177
C -0.6561 -2.2468 0.2879
C 1.0264 -0.0594 0.0321
C -0.4087 0.1729 0.1765
C -1.2270 -1.0616 0.0528
C 3.1970 1.0750 -0.4789
C 1.8089 0.8871 -0.5669
C -0.8258 1.4493 0.4165
C -2.5627 -0.9780 -0.6666
C -2.1752 1.9396 0.5077
N 4.0526 0.2894 -0.0192
H 1.0993 -3.4985 0.6579
H 2.5562 -1.3976 0.5128
H -1.2949 -3.1314 0.0381
H 3.5130 2.1455 -0.7387
H 1.1779 1.7204 -0.9275
H -0.1455 2.2536 0.5425
H -2.4976 -0.3737 -1.5493
H -3.0154 -1.8959 -1.0751
H -3.1900 -0.2649 -0.0615
H -2.3437 2.4636 1.5046
H -2.7238 0.9972 0.6766
H -2.5948 2.4777 -0.3770
H 4.9943 0.8028 -0.0089
*
```

Löwdin population analysis, charges in e, atoms 1 to 4: number 1, C, carries -0.0705; number 2, C, carries -0.0586; number 3, C, carries -0.0659; number 4, C, carries -0.1631

***

Each structure's energy above the most stable one, in kcal/mol: P 0.0; Q 20.3.